Record 1
Molecular formula: C18H28Cl2N2O5Pt
Method: DFT, the ωB97M-V functional and the def2-TZVPD basis

M	618.415	g/mol
DFT total energy	-60625.89564	eV
orbital gap (alpha / beta)	5.23 / 4.21	eV
highest occupied orbital energy (alpha / beta)	-0.46 / -0.30	eV
spin multiplicity	5
charge	-2
energy above the lowest of the compared OMol25 structures with the same formula, charge and spin	0.500	eV
lowest unoccupied orbital energy (alpha / beta)	0.176 / 0.144	Ha

Atoms and positions in Å:
C1 0.484 -1.602 -2.856
C2 1.344 -0.501 -3.257
C3 0.519 0.655 -3.415
C4 2.785 -0.595 -3.574
C5 -0.842 0.270 -3.208
C6 -0.885 -1.105 -2.864
C7 -2.098 -1.927 -2.727
C8 0.828 -3.046 -2.913
C9 1.007 2.004 -3.757
C10 -2.030 1.121 -3.435
Pt1 1.222 -0.902 -0.328
Cl1 2.390 0.828 -0.687
Cl2 2.937 -2.287 -0.492
O1 -0.738 -0.161 -0.235
H1 3.137 -1.609 -3.375
H2 3.373 0.092 -2.952
H3 2.963 -0.345 -4.630
H4 1.877 2.262 -3.140
H5 0.222 2.749 -3.588
H6 1.313 2.053 -4.812
H7 -1.810 2.166 -3.195
H8 -2.872 0.773 -2.822
H9 -2.346 1.079 -4.490
H10 -2.962 -1.290 -2.510
H11 -1.963 -2.663 -1.895
H12 -2.303 -2.445 -3.681
H13 1.852 -3.200 -2.544
H14 0.742 -3.459 -3.948
H15 0.162 -3.604 -2.230
H16 -0.512 0.779 -0.055
O2 -1.823 -3.519 -0.234
H17 -1.615 -2.433 0.366
C11 -2.335 0.555 3.041
C12 -1.208 0.281 4.013
C13 0.204 0.869 3.677
C14 0.276 2.359 4.113
C15 -0.686 3.339 3.450
C16 1.240 0.039 4.465
O3 1.789 0.404 5.502
N1 1.475 -1.227 3.918
C17 1.224 -1.616 2.584
O4 1.193 -2.774 2.231
N2 1.053 -0.517 1.746
C18 0.656 0.713 2.192
O5 0.634 1.680 1.417
H18 -2.516 1.631 2.925
H19 -3.250 0.111 3.458
H20 -2.144 0.104 2.056
H21 -1.445 0.741 4.985
H22 -1.131 -0.806 4.185
H23 0.118 2.377 5.209
H24 1.307 2.706 3.913
H25 -1.695 3.300 3.877
H26 -0.293 4.344 3.639
H27 -0.715 3.182 2.366
H28 1.891 -1.932 4.516

=====

Record 2
Molecular formula: C12H13NO5
Method: DFT, the ωB97M-V functional and the def2-TZVPD basis

M	251.238	g/mol
DFT total energy	-24379.92444	eV
orbital gap	9.57	eV
highest occupied orbital energy	-9.34	eV
spin multiplicity	1
SMILES	O=CCOC(=O)OCCC(=O)Nc1ccccc1
charge	0
energy above the lowest of the compared OMol25 structures with the same formula, charge and spin	4.517	eV
lowest unoccupied orbital energy	0.009	Ha

Atoms and positions in Å:
O1 3.250 -2.573 1.837
C1 3.080 -1.470 1.395
C2 3.265 -1.161 -0.145
O2 3.795 0.188 -0.275
C3 3.057 0.852 -1.256
O3 2.965 0.463 -2.376
O4 2.476 2.047 -0.825
C4 1.068 1.762 -0.613
C5 0.742 1.981 0.928
C6 -0.776 1.669 1.099
O5 -1.573 2.450 0.627
N1 -1.311 0.484 1.743
C7 -2.101 -0.210 0.695
C8 -3.525 0.061 0.574
C9 -4.266 -0.608 -0.489
C10 -3.534 -1.500 -1.378
C11 -2.120 -1.780 -1.253
C12 -1.372 -1.121 -0.190
H1 2.780 -0.609 2.073
H2 2.295 -1.294 -0.687
H3 4.058 -1.849 -0.547
H4 0.448 2.494 -1.193
H5 0.783 0.738 -0.971
H6 0.905 3.070 1.119
H7 1.424 1.400 1.597
H8 -0.566 -0.175 1.984
H9 -3.979 0.772 1.295
H10 -5.353 -0.384 -0.604
H11 -4.093 -1.989 -2.204
H12 -1.540 -2.447 -1.934
H13 -0.282 -1.262 -0.025

=====

Record 3
Molecular formula: C2H2IO3
Method: DFT, the ωB97M-V functional and the def2-TZVPD basis

M	200.939	g/mol
DFT total energy	-16350.01724	eV
orbital gap	6.19	eV
highest occupied orbital energy	-2.76	eV
spin multiplicity	1
charge	-1
energy above the lowest of the compared OMol25 structures with the same formula, charge and spin	1.167	eV
lowest unoccupied orbital energy	0.126	Ha

Atoms and positions in Å:
C1 -0.149 -0.397 -1.672
C2 -0.120 -0.227 0.866
O1 -0.217 0.761 -1.821
O2 -0.106 -1.533 -1.926
O3 -0.545 1.087 1.054
I1 2.050 -0.436 1.619
H1 -0.655 -0.837 1.608
H2 -0.257 1.582 0.272

=====

Record 4
Molecular formula: C36H34Cl2O7P2S3Sr
Method: DFT, the ωB97M-V functional and the def2-TZVPD basis

M	895.336	g/mol
DFT total energy	-129180.96710	eV
orbital gap	6.22	eV
highest occupied orbital energy	-2.11	eV
spin multiplicity	1
charge	-2
energy above the lowest of the compared OMol25 structures with the same formula, charge and spin	0.196	eV
lowest unoccupied orbital energy	0.151	Ha

Atoms and positions in Å:
Sr1 -0.886 0.417 -0.939
S1 -0.241 0.762 2.401
P1 1.654 1.193 1.407
C1 1.862 0.961 -0.205
P2 2.393 -0.451 -0.909
S2 1.205 -2.095 -0.788
C2 4.114 -0.922 -0.468
C3 4.580 -2.216 -0.655
C4 5.890 -2.543 -0.348
C5 6.749 -1.578 0.161
C6 6.288 -0.285 0.359
C7 4.979 0.041 0.043
C8 2.629 -0.102 -2.708
C9 3.619 0.789 -3.119
C10 3.767 1.121 -4.453
C11 2.910 0.579 -5.404
C12 1.912 -0.293 -5.004
C13 1.776 -0.638 -3.665
C14 2.880 0.367 2.496
C15 3.961 1.023 3.073
C16 4.931 0.313 3.766
C17 4.836 -1.066 3.876
C18 3.759 -1.728 3.300
C19 2.783 -1.017 2.625
C20 1.866 2.952 1.854
C21 2.211 3.861 0.866
C22 2.356 5.207 1.176
C23 2.158 5.648 2.473
C24 1.803 4.741 3.466
C25 1.653 3.400 3.154
H1 3.898 -2.972 -1.027
H2 6.240 -3.558 -0.494
H3 7.769 -1.839 0.414
H4 6.943 0.473 0.774
H5 4.598 1.043 0.204
H6 4.278 1.236 -2.383
H7 4.546 1.813 -4.751
H8 3.016 0.848 -6.448
H9 1.223 -0.709 -5.729
H10 0.990 -1.314 -3.349
H11 4.065 2.097 2.971
H12 5.769 0.840 4.208
H13 5.600 -1.626 4.403
H14 3.678 -2.806 3.369
H15 1.949 -1.541 2.170
H16 2.336 3.484 -0.142
H17 2.611 5.912 0.393
H18 2.266 6.700 2.712
H19 1.631 5.078 4.481
H20 1.363 2.706 3.935
O1 -3.159 3.983 -0.213
Cl1 -2.464 2.750 0.124
O2 -1.037 2.824 -0.382
O3 -3.026 1.620 -0.708
O4 -1.184 0.001 1.356
C26 -5.378 -1.112 -0.468
S3 -4.959 -2.717 0.224
C27 -3.168 -2.569 0.200
H21 -4.982 -0.995 -1.476
H22 -5.001 -0.302 0.157
H23 -6.467 -1.045 -0.502
H24 -2.734 -3.439 0.692
H25 -2.827 -1.676 0.724
H26 -2.793 -2.540 -0.821
C28 -4.483 -6.000 -2.692
C29 -3.119 -5.800 -2.113
C30 -2.627 -6.600 -1.098
C31 -1.384 -6.341 -0.544
Cl2 -0.800 -7.383 0.743
C32 -0.615 -5.281 -0.967
C33 -1.089 -4.467 -1.988
C34 -2.322 -4.734 -2.569
O5 -2.873 -4.009 -3.572
C35 -2.157 -2.887 -4.082
C36 -2.616 -1.568 -3.396
O6 -3.796 -1.258 -3.527
O7 -1.715 -0.927 -2.779
H27 -4.946 -6.898 -2.281
H28 -4.444 -6.086 -3.779
H29 -5.113 -5.139 -2.463
H30 -3.226 -7.421 -0.724
H31 0.334 -5.052 -0.501
H32 -0.506 -3.601 -2.270
H33 -2.418 -2.853 -5.141
H34 -1.082 -3.042 -3.982

=====

Record 5
Molecular formula: C5H10O
Method: DFT, the ωB97M-V functional and the def2-TZVPD basis

M	86.134	g/mol
DFT total energy	-7393.66050	eV
orbital gap	10.78	eV
highest occupied orbital energy	-9.81	eV
spin multiplicity	1
SMILES	C[C@H]1CC[C@H]1O
charge	0
energy above the lowest of the compared OMol25 structures with the same formula, charge and spin	1.105	eV
lowest unoccupied orbital energy	0.035	Ha

Atoms and positions in Å:
C1 -0.236 0.467 -1.701
C2 -0.675 0.306 -0.240
C3 -0.825 -1.107 0.371
C4 0.313 -0.803 1.362
C5 0.499 0.597 0.779
O1 1.796 0.667 0.213
H1 0.123 1.482 -1.949
H2 0.590 -0.215 -1.923
H3 -1.071 0.254 -2.372
H4 -1.626 0.800 -0.051
H5 -1.764 -1.285 0.915
H6 -0.667 -1.933 -0.321
H7 0.014 -0.792 2.409
H8 1.202 -1.407 1.202
H9 0.355 1.420 1.492
H10 1.910 1.540 -0.176

=====

Record 6
Molecular formula: C18H48ClGaO2P2Si4Te
Method: DFT, the ωB97M-V functional and the def2-TZVPD basis

M	703.648	g/mol
DFT total energy	-145809.32741	eV
orbital gap	6.26	eV
highest occupied orbital energy	-12.67	eV
spin multiplicity	1
charge	+2
lowest unoccupied orbital energy	-0.235	Ha

Atoms and positions in Å:
C1 0.330 0.130 -8.611
C2 -0.019 0.173 -7.154
H1 1.411 0.269 -8.746
H2 -0.183 0.934 -9.152
H3 0.041 -0.825 -9.072
O1 0.789 0.249 -6.243
Cl1 -1.701 0.114 -6.877
Ga1 -0.141 -0.035 -2.116
P1 -0.372 2.217 -2.583
C3 1.159 3.061 -2.048
C4 -0.579 2.693 -4.311
H4 -0.716 3.780 -4.394
H5 -1.649 4.135 -1.829
H6 -1.452 2.194 -4.743
H7 -2.681 2.684 -2.055
H8 2.034 2.573 -2.495
H9 0.287 2.384 -4.908
C5 -1.715 3.046 -1.678
H10 1.115 4.110 -2.371
H11 -1.652 2.815 -0.604
H12 1.252 3.015 -0.957
P2 -0.160 -2.258 -2.863
C6 1.464 -2.977 -2.412
C7 -1.419 -3.303 -2.056
H13 -1.199 -2.091 -5.038
H14 -0.421 -3.678 -4.806
H15 0.552 -2.222 -5.177
C8 -0.320 -2.597 -4.630
H16 -2.418 -2.944 -2.342
H17 -1.304 -4.350 -2.376
H18 1.515 -4.019 -2.758
H19 1.590 -2.942 -1.325
H20 -1.318 -3.238 -0.964
H21 2.266 -2.391 -2.880
C9 2.293 -0.038 -1.958
O2 3.291 -0.045 -1.381
C10 3.464 -0.339 2.856
Si1 2.137 0.924 3.318
C11 2.363 1.426 5.111
C12 2.316 2.440 2.215
Si2 0.000 0.011 3.005
Te1 0.049 -0.450 0.537
Si3 -0.220 -2.335 3.286
C13 0.033 -2.590 5.149
C14 -1.988 -2.792 2.792
C15 1.005 -3.503 2.440
Si4 -1.902 1.407 3.235
C16 -2.596 1.200 4.975
C17 -1.389 3.195 2.948
C18 -3.216 0.916 1.969
H22 4.405 -0.031 3.339
H23 3.633 -0.364 1.769
H24 3.229 -1.355 3.204
H25 3.348 1.904 5.218
H26 1.609 2.152 5.440
H27 2.339 0.566 5.791
H28 2.764 2.170 1.249
H29 1.370 2.961 2.021
H30 2.994 3.154 2.706
H31 -0.713 -2.046 5.745
H32 -0.079 -3.665 5.353
H33 1.039 -2.288 5.472
H34 -2.124 -2.789 1.701
H35 -2.189 -3.808 3.166
H36 -2.729 -2.113 3.243
H37 0.575 -3.942 1.529
H38 1.958 -3.027 2.183
H39 1.226 -4.333 3.131
H40 -1.882 1.543 5.738
H41 -3.507 1.814 5.052
H42 -2.872 0.157 5.186
H43 -1.315 3.433 1.878
H44 -2.163 3.845 3.383
H45 -0.436 3.451 3.429
H46 -2.949 1.232 0.951
H47 -3.404 -0.167 1.950
H48 -4.155 1.417 2.250